Molecular formula: C39H51MnN3OSb
Method: DFT, ωB97M-V/def2-TZVPD

## Properties
E in eV: -85633.789
M in g/mol: 754.55
Kohn-Sham gap (spin up / spin down) in eV: 6.46 / 8.05
Net charge: +2
2S+1: 5
Highest occupied orbital energy (spin up / spin down) in eV: -13.758 / -13.799

Atoms and positions in Å:
Mn1 -0.327 -0.228 -0.031
C1 -0.729 0.802 1.934
C2 -1.871 1.071 1.133
C3 -2.451 -0.228 0.859
C4 -1.762 -1.197 1.705
C5 -0.738 -0.585 2.393
C6 0.080 -1.146 3.521
C7 1.478 -0.520 3.567
C8 0.189 -2.671 3.402
C9 -0.669 -0.781 4.819
C10 -3.650 -0.697 0.039
C11 -3.815 0.059 -1.287
C12 -4.910 -0.530 0.908
C13 -3.516 -2.200 -0.294
C14 -2.251 2.519 0.780
C15 -1.537 3.491 1.735
C16 -3.754 2.756 0.965
C17 -1.795 2.875 -0.649
H1 -0.138 1.559 2.422
H2 -2.072 -2.220 1.846
H3 2.006 -0.656 2.619
H4 2.065 -0.999 4.349
H5 1.434 0.547 3.796
H6 0.554 -2.969 2.417
H7 -0.777 -3.148 3.576
H8 0.881 -3.051 4.153
H9 -0.732 0.301 4.950
H10 -0.133 -1.198 5.672
H11 -1.681 -1.189 4.816
H12 -4.093 1.099 -1.144
H13 -4.608 -0.412 -1.869
H14 -2.894 0.022 -1.871
H15 -5.147 0.518 1.082
H16 -4.776 -1.021 1.873
H17 -5.756 -0.998 0.403
H18 -2.531 -2.454 -0.682
H19 -4.253 -2.464 -1.051
H20 -3.718 -2.823 0.577
H21 -1.768 3.258 2.776
H22 -1.887 4.503 1.534
H23 -0.455 3.493 1.596
H24 -4.061 2.444 1.964
H25 -4.367 2.235 0.236
H26 -3.966 3.820 0.866
H27 -0.729 2.650 -0.756
H28 -1.944 3.941 -0.830
H29 -2.348 2.318 -1.404
C18 -0.652 0.117 -6.142
N1 -0.543 -0.053 -4.702
C19 -0.580 -1.323 -4.009
C20 -0.429 -0.852 -2.584
O1 -0.392 -1.557 -1.548
N2 -0.336 0.471 -2.525
C21 -0.404 0.920 -3.803
N3 -0.357 2.204 -4.107
H30 -0.633 -0.860 -6.616
H31 0.191 0.695 -6.524
H32 -1.588 0.610 -6.411
H33 0.235 -1.986 -4.310
H34 -1.525 -1.854 -4.149
H35 -0.175 2.868 -3.373
H36 -0.319 2.519 -5.061
C22 6.616 0.774 1.502
C23 5.506 1.298 2.145
C24 4.230 0.997 1.684
C25 4.080 0.171 0.581
C26 5.191 -0.358 -0.068
C27 6.460 -0.054 0.397
Sb1 2.213 -0.368 -0.285
C28 2.733 0.407 -2.219
C29 2.797 1.796 -2.298
C30 3.236 2.407 -3.463
C31 3.599 1.633 -4.559
C32 3.531 0.250 -4.480
C33 3.104 -0.368 -3.309
C34 2.577 -2.476 -0.260
C35 3.163 -2.989 0.894
C36 3.457 -4.342 0.974
C37 3.179 -5.178 -0.098
C38 2.589 -4.668 -1.244
C39 2.273 -3.318 -1.324
H37 7.609 1.009 1.861
H38 5.628 1.942 3.006
H39 3.367 1.411 2.191
H40 5.072 -1.008 -0.928
H41 7.325 -0.467 -0.105
H42 2.538 2.406 -1.437
H43 3.313 3.486 -3.509
H44 3.960 2.106 -5.463
H45 3.843 -0.358 -5.321
H46 3.093 -1.451 -3.251
H47 3.419 -2.336 1.721
H48 3.915 -4.738 1.871
H49 3.428 -6.230 -0.041
H50 2.374 -5.321 -2.080
H51 1.784 -2.937 -2.211